No. 1
C18H58AsF6O11 | ωB97M-V/def2-TZVPD

Computed properties:
HOMO-LUMO gap	10.0	eV
net charge	-1
molar mass	639.56	g/mol

```
94
C18H58AsF6O11 | the OMol25 dataset | ωB97M-V/def2-TZVPD
As -2.03 1.58 0.29
F -0.92 0.33 0.99
F -3.28 0.29 0.45
F -2.40 2.13 1.96
F -0.78 2.90 0.21
F -1.65 1.09 -1.41
F -3.19 2.79 -0.41
O -4.51 -2.53 4.14
O 6.85 0.98 0.37
O -7.37 4.53 -2.63
O -8.52 -0.63 -3.79
O 2.88 0.97 8.14
O 0.66 1.96 -6.29
O 3.48 -5.87 -0.69
O 2.47 7.39 -0.59
O 1.67 5.93 3.10
O -2.05 7.02 -2.68
O -3.76 3.33 6.38
C 1.34 -6.56 -1.04
C 2.22 -5.43 -0.63
C 5.55 2.29 -1.08
C 1.99 -4.20 -1.50
C 7.96 2.07 -1.41
C 1.74 1.17 -6.47
C 3.39 -0.04 7.21
C 4.80 -0.40 7.68
C -6.36 -1.55 -3.36
C -3.73 -3.70 4.47
C -8.44 -2.43 -2.23
C -2.23 -3.63 4.15
C -7.71 -1.21 -2.72
C 2.53 1.80 -7.57
C 3.41 0.54 5.81
C -4.36 -4.90 3.74
C 1.19 -0.27 -6.84
C 6.73 1.29 -0.98
H 3.86 1.53 5.78
H 2.74 2.84 -7.35
H 5.40 -0.96 6.96
H 7.10 1.80 0.82
H 0.28 -6.32 -0.92
H 2.46 -3.26 -1.21
H 1.38 -6.71 -2.12
H 2.74 -0.91 7.29
H 2.04 -5.23 0.42
H 5.43 0.43 8.00
H 8.01 2.13 -2.50
H 1.55 7.65 -0.60
H 0.66 -0.29 -7.79
H -6.55 -2.20 -4.21
H -3.91 -3.85 5.54
H 5.52 3.23 -0.53
H 3.31 1.75 7.77
H -1.69 -4.51 4.50
H 4.63 -1.08 8.52
H 1.60 -7.52 -0.59
H -4.30 -2.19 3.26
H -4.43 -4.74 2.66
H 8.79 1.43 -1.13
H -5.73 -2.06 -2.63
H 1.29 5.38 2.42
H 2.31 1.16 -5.54
H 5.55 2.58 -2.13
H 8.15 3.03 -0.92
H 2.04 -0.95 -6.85
H 2.17 1.64 -8.58
H 2.43 0.73 5.37
H -2.34 6.24 -2.20
H 2.45 -4.43 -2.46
H -8.39 -3.12 -3.07
H -5.81 -0.63 -3.57
H 0.27 1.64 -5.47
H 6.58 0.42 -1.62
H -6.73 4.38 -1.93
H -7.96 -0.02 -4.27
H -5.39 -5.20 3.94
H -1.16 6.81 -2.97
H -6.95 4.15 -3.41
H 3.49 1.28 -7.64
H 2.55 6.76 -1.31
H -3.40 3.07 5.53
H -3.83 -5.82 3.95
H 4.62 1.79 -0.83
H -1.70 -2.76 4.53
H -3.41 4.21 6.52
H 4.08 -5.27 -0.25
H -2.07 -3.57 3.07
H -7.63 -0.46 -1.93
H -7.83 -2.81 -1.40
H 3.99 -0.15 5.21
H 2.19 6.58 2.62
H 0.94 -3.93 -1.62
H 0.48 -0.53 -6.05
H -9.43 -2.21 -1.84
```

---

No. 2
C2H3I2NO | ωB97M-V/def2-TZVPD

Computed properties:
HOMO-LUMO gap (spin up / spin down)	7.1 / 7.1	eV
net charge	0
molar mass	310.86	g/mol

```
9
C2H3I2NO | the OMol25 dataset | ωB97M-V/def2-TZVPD
I -1.59 -1.76 0.28
I -0.38 1.47 1.64
O -1.19 1.16 -0.49
N 1.08 0.27 1.41
C -0.06 -0.84 -0.83
C -0.20 0.47 -1.09
H 1.10 -0.42 2.15
H 0.55 0.96 -1.73
H 0.68 -1.31 -1.34
```

---

No. 3
C36H55N11NaO3PS | ωB97M-V/def2-TZVPD

Computed properties:
HOMO-LUMO gap	6.0	eV
net charge	+2
molar mass	775.94	g/mol

```
108
C36H55N11NaO3PS | the OMol25 dataset | ωB97M-V/def2-TZVPD
S 0.58 1.81 -2.66
P -3.69 0.60 2.82
Na -0.41 1.30 1.52
O -3.83 1.69 3.89
O 0.02 0.76 -1.71
O -2.26 0.28 2.36
N 0.97 5.78 1.28
N 0.92 3.64 1.26
N 0.88 1.62 3.65
N 2.25 3.99 1.31
N -4.49 -0.94 4.94
N -5.09 2.48 1.59
N 2.66 -7.86 1.60
N 0.13 4.69 1.30
N 1.28 0.00 0.71
N 3.49 -7.65 -0.56
N -0.54 -3.89 -0.26
C 2.25 5.29 1.36
C -2.93 -0.93 -4.46
C 2.77 -1.16 -2.78
C -2.31 0.16 -3.97
C -4.35 -1.00 3.42
C -1.39 0.68 -6.10
C -0.85 2.10 -3.95
C 1.85 0.64 4.06
C 4.04 0.86 -2.95
C -1.78 -3.60 -0.49
C 3.62 -7.67 0.74
C 1.81 0.97 -3.91
C 0.15 7.76 0.00
C -4.77 1.00 1.45
C -1.17 -5.76 1.09
C -0.89 -6.90 2.02
C 3.16 0.49 3.21
C -2.81 -4.33 0.08
C 2.84 0.17 -3.22
C 0.44 7.15 1.41
C -0.20 -4.89 0.56
C 0.34 -7.48 2.13
C 3.17 -0.75 2.25
C 5.17 0.26 -2.46
C 1.43 -7.64 1.16
C -2.51 -5.44 0.85
C -2.91 -1.20 -5.85
C 5.12 -1.08 -2.13
C 3.90 -1.79 -2.23
C -2.15 -0.32 -6.67
C -1.46 0.97 -4.73
C 1.91 -1.08 1.48
C 1.47 8.08 -0.81
C 2.22 -7.73 -1.07
C -1.01 7.09 -0.82
C 1.16 -7.73 -0.24
H 1.99 0.74 0.56
H 3.95 0.43 3.92
H 0.75 -7.76 3.08
H 1.13 7.81 1.98
H -5.72 0.45 1.48
H 3.23 1.40 2.63
H -3.84 -4.02 -0.07
H 6.00 -1.53 -1.66
H -1.88 -2.64 -1.05
H -2.03 -0.40 -7.77
H -0.82 7.26 -1.90
H 3.09 5.94 1.37
H 2.25 0.85 5.12
H -4.81 2.72 2.57
H 0.87 -5.01 0.81
H 2.03 -1.94 0.83
H -4.59 2.96 0.78
H 1.90 7.22 -1.30
H 3.45 -1.58 2.86
H -6.11 2.61 1.57
H 2.30 1.82 -4.41
H 1.81 -1.65 -2.78
H 3.92 -0.49 1.49
H -3.38 -2.08 -6.27
H -4.19 0.00 5.24
H -4.15 0.90 0.57
H 1.38 -0.34 4.08
H -1.97 7.55 -0.68
H 1.13 -1.47 2.19
H -0.76 1.35 -6.71
H 0.15 -7.63 -0.66
H 3.90 -2.85 -2.05
H -3.62 -1.80 3.17
H 2.16 -7.92 -2.16
H -0.49 7.19 2.01
H -0.40 2.90 -4.57
H -1.69 -7.17 2.73
H 0.99 -0.30 -0.24
H -1.05 5.99 -0.66
H 1.13 0.44 -4.61
H 0.02 1.59 4.23
H 4.61 -7.63 1.19
H 1.30 2.56 3.62
H -4.01 -1.71 5.48
H 1.19 8.77 -1.62
H 4.02 1.91 -3.21
H -5.49 -1.06 5.14
H -0.22 8.75 0.30
H -5.30 -1.28 2.94
H 6.07 0.84 -2.39
H 2.26 8.49 -0.14
H -3.46 -1.60 -3.75
H -1.53 2.64 -3.24
H -2.38 0.30 -2.91
H -3.26 -6.04 1.39
```

---

No. 4
C8H13NO3S | ωB97M-V/def2-TZVPD

Computed properties:
HOMO-LUMO gap	8.2	eV
net charge	0
molar mass	203.26	g/mol

```
26
C8H13NO3S | the OMol25 dataset | ωB97M-V/def2-TZVPD
S -3.12 -0.80 0.44
O -2.62 -1.51 -0.70
O -2.47 -1.05 1.70
O -4.48 -0.43 0.43
N -2.52 1.24 0.03
C -0.34 0.25 0.40
C 1.60 -1.14 0.22
C -1.20 1.38 -0.03
C 3.45 -2.63 -0.01
C 1.03 0.25 0.28
C -3.46 2.07 -0.62
C 2.93 -1.25 0.10
C 1.95 1.47 0.02
H -4.27 2.24 0.05
H -2.91 2.97 -0.82
H 4.18 -2.99 0.76
H 4.00 -2.75 -0.97
H 2.70 -3.31 -0.18
H 2.18 1.55 -1.05
H 1.00 -2.01 0.28
H 2.78 1.28 0.70
H -0.61 2.13 -0.62
H -3.96 1.62 -1.46
H -0.98 -0.61 0.54
H 1.44 2.41 0.35
H 3.69 -0.40 0.17
```